Entry from the Open Molecules 2025 dataset: a molecular structure, C42H34BrN6O3SV (wB97M-V/def2-TZVPD).

Each line ends with the Mulliken spin population.
CARTESIAN COORDINATES (ANGSTROEM)
1 V -0.542 0.806 -0.947  2.81
2 O -2.406 -0.257 0.155  0.00
3 C -2.125 -1.022 1.324  -0.01
4 C -0.975 -0.361 2.029  0.03
5 C -0.804 -0.505 3.398  0.01
6 C 0.277 0.103 4.005  0.00
7 C 1.143 0.861 3.229  0.01
8 C 0.893 0.967 1.875  0.04
9 N -0.141 0.356 1.277  -0.03
10 H -3.203 -0.589 -0.276  0.00
11 H -1.843 -2.047 1.065  0.00
12 H -2.996 -1.049 1.981  0.00
13 H -1.514 -1.088 3.970  0.00
14 H 0.440 -0.003 5.070  0.00
15 H 1.993 1.367 3.663  0.00
16 H 1.525 1.568 1.235  0.02
17 N 0.271 -1.274 -1.309  -0.05
18 C 0.501 -1.525 -2.701  -0.06
19 C 0.647 -2.766 -3.249  0.02
20 C 0.894 -2.901 -4.634  -0.01
21 C 1.017 -1.802 -5.434  0.01
22 C 0.866 -0.503 -4.889  -0.01
23 C 0.969 0.688 -5.646  0.03
24 C 0.784 1.893 -5.032  -0.01
25 C 0.470 1.925 -3.660  0.10
26 N 0.366 0.841 -2.923  0.04
27 C 0.582 -0.373 -3.520  0.03
28 H -0.040 -2.099 -0.798  0.01
29 H 1.161 -1.024 -0.870  0.01
30 H 0.587 -3.645 -2.618  0.00
31 H 1.003 -3.892 -5.054  0.00
32 H 1.225 -1.907 -6.490  0.00
33 H 1.193 0.629 -6.704  0.00
34 H 0.858 2.821 -5.580  0.00
35 H 0.287 2.866 -3.154  -0.01
36 Br -5.983 -0.890 1.033  0.00
37 C -6.074 0.983 0.743  0.00
38 C -5.231 1.824 1.451  0.00
39 C -5.232 3.180 1.171  0.00
40 C -6.070 3.678 0.180  0.00
41 C -6.986 2.841 -0.443  0.00
42 C -6.978 1.480 -0.181  0.00
43 N -6.091 5.063 -0.217  0.00
44 N -5.053 5.648 -0.557  0.00
45 C -3.807 4.929 -0.616  0.02
46 C -2.767 5.392 0.149  -0.01
47 C -1.574 4.672 0.308  0.02
48 C -1.405 3.444 -0.315  -0.07
49 O -0.346 2.696 -0.224  -0.05
50 C -2.466 3.000 -1.178  0.06
51 N -2.232 1.819 -1.824  -0.01
52 C -3.102 1.396 -2.714  0.05
53 C -4.267 2.111 -3.032  -0.01
54 C -4.536 3.277 -2.368  0.02
55 C -3.633 3.755 -1.391  0.00
56 H -4.562 1.425 2.202  0.00
57 H -4.555 3.838 1.697  0.00
58 H -7.680 3.260 -1.160  0.00
59 H -7.659 0.816 -0.694  0.00
60 H -2.904 6.324 0.685  0.00
61 H -0.778 5.057 0.930  0.00
62 H -2.872 0.461 -3.216  0.01
63 H -4.938 1.732 -3.790  0.00
64 H -5.427 3.844 -2.603  0.00
65 O 0.488 -2.985 1.058  0.00
66 S 1.900 -2.566 1.355  0.00
67 C 2.961 -3.862 0.735  0.00
68 C 4.237 -3.527 0.310  0.00
69 C 5.071 -4.529 -0.167  0.00
70 C 4.614 -5.837 -0.228  0.00
71 C 3.325 -6.154 0.185  0.00
72 C 2.488 -5.164 0.672  0.00
73 C 2.130 -2.823 3.109  0.00
74 C 3.249 -2.283 3.725  0.00
75 C 3.407 -2.448 5.092  0.00
76 C 2.445 -3.136 5.823  0.00
77 C 1.326 -3.661 5.192  0.00
78 C 1.160 -3.503 3.823  0.00
79 H 4.574 -2.498 0.348  0.00
80 H 6.071 -4.285 -0.499  0.00
81 H 5.265 -6.615 -0.604  0.00
82 H 2.975 -7.176 0.130  0.00
83 H 1.477 -5.384 0.992  0.00
84 H 3.986 -1.737 3.147  0.00
85 H 4.276 -2.037 5.589  0.00
86 H 2.570 -3.261 6.890  0.00
87 H 0.581 -4.195 5.766  0.00
88 H 0.289 -3.886 3.306  0.00

Results
calculated total energy: -6091.2242 Eh
expectation value of S²: 3.76
relative energy (zero: lowest compared OMol25 entry of this formula, charge and spin): 26.3 kcal/mol
gap between HOMO and LUMO (spin up / spin down): 0.237 / 0.245 Ha
strongest force on any atom: 0.601 eV Å⁻¹
2S+1: 4
LUMO level (spin up / spin down): -0.097 / -0.101 Ha
net charge: +1